[1]
# C4H7NOS

C4H7NOS in the gas phase at a distorted geometry (ωB97M-V/def2-TZVPD, the Open Molecules 2025 dataset).

```
! RIJCOSX wB97M-V def2-TZVPD def2/J DEFGRID3
* xyz 0 1
S -3.56199 -0.10131 -0.21233
O -1.19673 0.91214 -0.17970
N 0.16102 -1.45213 0.78276
C -2.01626 0.28105 0.61273
C 0.73470 -0.57568 0.22516
C 0.11096 0.90727 0.14203
C 2.11106 -0.66704 -0.30626
H 0.27635 1.33688 1.14923
H -1.56366 -0.50140 1.19000
H -3.11210 0.17074 -1.39730
H 0.61119 1.56095 -0.58696
H 2.72750 -1.57559 -0.25331
H 2.62864 0.15422 0.21447
H 2.08930 -0.45010 -1.38052
*
```

Output
Orbital gap (alpha / beta) (eV): 9.18 / 6.96
Total energy (eV): -18629.9221
Energy relative to the best compared isomer or geometry (same formula, charge and spin) (kcal per mole): 106.7

Atomic partial charges in e from the Mulliken method, atoms 1 to 8: atom 1 (S): -0.18, atom 2 (O): -0.23, atom 3 (N): -0.68, atom 4 (C): -0.25, atom 5 (C): 1.02, atom 6 (C): -0.62, atom 7 (C): -1.18, atom 8 (H): 0.33

[2]
# C4H7NOS

C4H7NOS in the gas phase at a distorted geometry (ωB97M-V/def2-TZVPD, the Open Molecules 2025 dataset).

```
! RIJCOSX wB97M-V def2-TZVPD def2/J DEFGRID3
* xyz 0 1
S 1.72789 -1.11570 -0.01311
O -1.78404 0.46794 -0.02207
N 0.01136 -0.93943 -0.06820
C 0.19916 1.57518 -0.23039
C 1.38805 1.98218 0.21035
C -0.48454 0.24636 -0.05973
C -2.69421 -0.63093 0.14691
H 2.13098 1.29930 0.61708
H -3.66838 -0.15343 -0.08636
H 1.68883 3.03475 0.16501
H -2.69508 -1.12323 1.09797
H 1.63138 -2.45324 -0.07370
H -0.46956 2.37391 -0.59894
H -2.52230 -1.33120 -0.66016
*
```

Output
Orbital gap (eV): 9.30
Total energy (eV): -18632.4603
Energy relative to the best compared isomer or geometry (same formula, charge and spin) (kcal per mole): 48.2

Atomic partial charges in e from the Mulliken method, atoms 1 to 8: atom 1 (S): -0.20, atom 2 (O): -0.33, atom 3 (N): -0.47, atom 4 (C): -0.21, atom 5 (C): -0.64, atom 6 (C): 0.88, atom 7 (C): -0.70, atom 8 (H): 0.18

[3]
# C4H7NOS

C4H7NOS in the gas phase at a distorted geometry (ωB97M-V/def2-TZVPD, the Open Molecules 2025 dataset).

```
! RIJCOSX wB97M-V def2-TZVPD def2/J DEFGRID3
* xyz 0 1
S -0.47192 2.02219 -0.00005
O -2.89466 0.01081 0.24970
N 1.97388 0.22838 -0.68316
C 1.92307 -0.00089 0.74398
C 0.68290 -0.41118 -0.19360
C -1.68424 -0.61268 -0.15383
C -0.48987 0.40345 0.04590
H 1.96865 1.27843 -0.87306
H 1.75190 1.00688 1.31289
H 0.52562 -1.52852 -0.37661
H -1.50569 -0.89041 -1.20513
H 2.53543 -0.73404 1.19195
H -1.43193 -1.58428 0.44833
H -2.88313 0.81187 -0.50732
*
```

Output
Orbital gap (eV): 8.74
Total energy (eV): -18631.0174
Energy relative to the best compared isomer or geometry (same formula, charge and spin) (kcal per mole): 81.5

Atomic partial charges in e from the Mulliken method, atoms 1 to 8: atom 1 (S): -0.27, atom 2 (O): -0.50, atom 3 (N): -0.58, atom 4 (C): -0.39, atom 5 (C): -0.25, atom 6 (C): -0.62, atom 7 (C): 0.51, atom 8 (H): 0.32

The highest total energy belongs to which entry?
number 1